# 1
A molecular structure, C59H71CsN6O2P2 in a non-equilibrium geometry. Source: the OMol25 dataset; level of theory: ωB97M-V/def2-TZVPD.

Calculated values
LUMO energy in eV: 3.613
Maximum force in Eh/bohr: 0.042
Relative energy (zero: lowest compared OMol25 entry of this formula, charge and spin) in kcal/mol: 23.4
Total charge: -2
HOMO level in eV: -1.4

Each line ends with the Mulliken charge.
CARTESIAN COORDINATES (ANGSTROEM)
C  -2.840  -3.555  -4.269  -0.38
N  -2.070  -3.306  1.842  0.67
H  1.315  3.255  2.444  0.26
H  3.569  2.582  3.923  0.29
C  -1.205  -6.943  1.697  -0.86
C  3.840  3.313  0.033  -1.67
H  2.264  3.378  -7.548  0.27
C  -3.325  -3.096  1.516  -0.40
H  -1.275  6.187  -2.744  0.47
Cs  -0.396  -0.066  -0.040  3.53
C  4.161  -1.137  0.302  0.02
C  -3.464  4.880  2.733  -1.32
H  2.552  -6.038  0.802  0.40
H  -0.227  -8.067  3.246  0.34
C  -4.921  -3.325  -2.428  -0.76
H  -5.717  -3.248  -1.701  0.49
H  -0.238  -2.768  3.734  0.01
C  -2.282  -5.582  -0.105  -0.90
H  -2.775  3.382  -4.117  0.38
H  4.346  1.424  -3.344  0.43
H  4.424  -1.306  1.341  -0.12
H  -3.332  -5.288  -0.067  0.28
C  -0.970  4.178  -2.025  0.19
C  -4.456  0.940  2.207  -0.37
H  0.216  5.448  -3.327  0.31
H  2.926  3.984  2.522  0.35
C  -1.623  1.664  -3.417  1.17
H  6.073  0.853  3.012  0.43
H  -1.754  -4.794  -0.647  -0.25
H  0.769  4.781  -0.885  0.15
H  3.927  -0.228  2.843  0.36
N  -2.056  2.762  1.648  0.40
H  3.371  4.551  -6.848  0.39
C  2.370  -5.102  1.331  -1.41
C  -1.027  0.386  -4.012  -1.54
C  -1.712  -5.713  1.276  0.81
C  3.495  2.633  -4.876  -0.93
H  -2.032  4.006  -1.815  0.42
H  5.431  -3.364  0.901  0.32
H  0.669  -4.550  0.100  -0.21
H  2.448  1.256  4.200  0.24
H  1.777  -5.326  2.217  0.21
H  -2.021  -3.634  -4.971  0.52
H  -3.403  -2.882  -0.978  1.06
H  -0.273  -3.819  5.176  0.37
C  -5.314  -0.086  2.564  -1.20
H  -1.804  -0.210  -4.505  0.52
C  1.233  3.272  -4.593  0.06
C  -0.491  -5.991  3.765  -0.66
C  -5.184  -3.641  -3.753  -0.47
C  3.028  0.176  -1.391  -0.77
H  -1.759  -3.098  4.513  0.25
C  -0.798  -3.548  4.256  -1.38
C  1.139  2.585  -3.386  -0.18
H  1.818  2.686  -0.012  -1.96
N  -2.929  -0.644  1.257  0.89
H  -2.397  1.374  -2.699  0.31
H  -3.063  1.890  -5.010  0.45
H  -0.399  0.961  2.246  -1.62
C  -2.587  -3.231  -2.942  0.44
H  -1.282  -7.786  1.017  0.34
C  3.475  -0.801  -2.322  -0.22
H  -0.006  -6.082  4.732  0.28
C  2.382  3.314  -5.374  0.31
H  -3.247  4.931  5.430  0.35
H  -2.027  3.337  6.897  0.37
C  5.436  -3.258  -0.186  -2.05
H  3.329  -4.683  1.637  0.27
C  5.356  1.268  2.295  -1.73
C  -0.835  5.250  -3.105  -1.83
C  2.608  2.757  0.740  3.32
H  -3.757  5.775  3.286  0.44
H  3.575  4.194  -0.562  0.39
C  -2.081  2.810  3.037  -0.50
H  -6.207  -3.801  -4.072  0.37
O  -4.256  -3.898  1.251  -0.80
C  3.394  -0.015  -0.029  -0.26
C  -3.616  -3.112  -2.012  -0.25
H  3.164  -0.692  -3.353  0.57
C  -0.611  -7.102  2.938  -0.82
H  4.112  1.148  4.786  0.44
H  -1.576  2.796  -5.280  0.17
H  0.362  3.810  -4.953  0.07
H  2.200  -3.893  -0.479  0.34
C  -4.150  -3.757  -4.675  -0.60
O  -2.272  1.658  -0.321  -0.77
N  -0.264  -2.650  -1.957  -0.33
C  2.269  1.840  -2.907  -0.41
C  -2.744  3.911  3.625  1.19
C  -4.968  -1.387  2.256  -0.90
C  -0.970  -4.750  3.373  1.36
C  -2.290  2.488  -4.512  -1.58
C  -3.298  0.621  1.512  0.88
C  -1.374  2.125  5.248  -0.72
H  -0.500  4.017  0.100  -0.07
C  3.931  0.848  2.645  0.29
C  -2.045  3.191  5.823  -0.91
N  1.125  -1.835  1.553  -0.15
H  -0.823  1.430  5.873  0.48
C  4.599  -2.082  -0.613  0.45
H  -1.327  4.993  -4.044  0.30
H  -0.696  5.679  -0.476  0.61
C  -1.625  -4.598  2.129  -0.19
H  5.649  0.943  1.296  0.27
H  -6.244  0.131  3.080  0.42
C  1.624  -4.134  0.418  0.47
H  -0.257  0.626  -4.751  0.17
H  -4.363  -4.003  -5.707  0.38
C  -0.632  0.751  3.287  -0.36
H  -5.600  -2.232  2.490  0.53
C  4.226  -1.890  -1.945  -1.01
H  4.278  2.585  -0.651  0.30
H  1.631  4.802  -6.732  0.36
C  -0.313  4.686  -0.740  -1.07
H  -4.674  1.976  2.431  0.43
C  -3.740  -1.631  1.642  0.90
H  -2.836  5.159  1.885  0.14
H  -2.170  -6.516  -0.660  0.37
H  4.514  -2.623  -2.695  0.21
C  2.415  4.043  -6.690  -1.68
H  -4.365  4.435  2.301  0.23
H  -1.230  -0.164  3.300  0.33
H  4.607  3.621  0.750  0.30
C  3.453  1.925  -3.695  -0.61
H  -0.557  -0.245  -3.254  0.26
P  2.626  0.993  1.322  0.47
H  1.721  4.610  1.401  0.41
C  2.118  3.693  1.845  -1.63
C  3.484  1.495  3.959  -1.36
H  5.064  -4.198  -0.606  0.35
C  -1.242  -2.976  -2.466  -0.32
H  5.453  2.355  2.333  0.29
H  6.482  -3.163  -0.496  0.44
H  0.301  0.548  3.812  0.33
C  1.345  -2.856  1.078  -0.02
C  -1.379  1.915  3.871  0.99
C  -2.726  4.080  5.000  -0.69
N  2.184  1.187  -1.727  0.71
C  -2.459  1.753  0.916  -1.76
P  -0.334  2.447  -2.306  0.58
H  4.430  2.666  -5.432  0.31

# 2
A molecular structure, C37H29N3O8S4Tb in a non-equilibrium geometry. Source: the OMol25 dataset; level of theory: ωB97M-V/def2-TZVPD.

Calculated values
2S+1: 7
LUMO energy (spin up / spin down) in eV: 1.984 / 1.984
Maximum force in Eh/bohr: 0.109
Total charge: -1
HOMO level (spin up / spin down) in eV: -3.7 / -3.7

Each line ends with the Mulliken charge.
CARTESIAN COORDINATES (ANGSTROEM)
C  0.213  -5.056  2.497  -1.04
S  1.879  3.956  -2.878  -0.17
C  2.024  4.220  1.571  -0.91
C  3.915  -0.272  -1.117  -0.04
C  -3.834  -1.972  1.057  0.59
H  5.560  -2.998  0.582  0.36
O  -2.410  -0.249  -1.214  -0.85
H  0.958  -3.178  5.245  0.47
C  0.681  -3.503  4.251  -0.70
N  0.059  -2.743  2.031  0.35
H  -5.457  2.585  -3.791  0.39
C  -5.300  2.490  -2.701  -0.92
C  -7.796  4.120  -0.890  -0.19
H  5.385  4.736  -0.628  0.40
H  -6.024  -1.275  -0.785  0.25
C  1.423  3.113  0.989  -0.58
C  1.549  4.191  -1.186  0.09
Tb  -0.748  -0.707  0.777  0.74
H  -3.786  0.966  -2.919  0.31
H  6.368  3.230  0.854  0.39
H  2.539  6.291  1.312  0.34
N  -2.674  -1.978  0.841  -0.32
C  4.031  -5.386  -1.382  -0.68
C  5.102  3.715  -0.740  -0.44
C  2.544  -3.532  -1.000  0.32
O  0.360  -0.778  4.977  -0.74
H  4.074  3.595  -3.952  0.39
O  -7.080  3.494  0.200  -0.45
H  4.057  5.069  -2.913  0.37
C  2.811  -4.768  -1.667  -0.83
C  0.221  -4.318  0.169  -0.44
H  -8.805  3.591  -0.993  0.22
H  -6.966  -2.672  -0.124  0.33
H  -5.524  -2.645  1.891  0.37
H  -0.259  -5.855  -1.087  0.37
H  -7.934  5.181  -0.551  0.21
C  -5.984  -2.145  -0.197  -1.02
H  5.320  0.811  1.001  0.50
H  2.252  6.201  -1.237  0.41
C  2.090  5.344  -0.592  -0.73
C  4.982  -4.784  -0.476  -0.73
C  2.251  5.386  0.766  -0.45
C  0.156  -3.998  1.529  0.84
H  0.773  -5.606  4.485  0.47
H  4.342  -6.215  -1.987  0.38
N  4.107  1.910  -1.942  -0.31
O  0.019  -5.594  -0.156  -0.56
H  1.137  2.251  1.596  0.50
C  -4.150  1.422  -0.801  -0.07
H  -5.506  -0.921  1.561  0.31
C  5.149  1.532  0.223  -0.57
C  4.415  1.128  -0.875  0.07
O  -7.009  4.094  -2.086  -0.47
H  5.839  -5.343  -0.254  0.47
C  4.340  3.208  -1.841  0.61
H  3.028  -0.252  -1.825  0.12
C  4.735  -3.444  -0.020  -0.14
O  -2.516  0.759  0.760  -0.64
C  -6.008  3.172  -1.785  0.71
H  2.284  4.367  2.599  0.44
S  3.272  -1.120  0.380  0.00
H  0.101  -6.132  2.222  0.30
C  -5.294  -1.873  1.146  -0.41
H  -4.936  1.896  1.213  0.59
H  -5.353  -2.872  -0.774  0.31
C  0.634  -4.844  3.777  -0.56
S  0.772  -3.189  -1.186  -0.22
O  -0.294  -0.235  2.923  -0.57
C  3.533  -2.797  -0.282  0.40
H  4.708  -0.917  -1.506  0.44
O  0.520  -1.696  -0.726  0.08
C  5.637  2.813  0.179  -0.84
C  -5.921  2.931  -0.412  0.60
C  1.109  3.031  -0.425  0.55
C  -2.971  0.575  -0.425  1.01
C  -4.405  1.565  -2.201  -0.28
C  3.774  4.022  -2.959  -0.91
C  0.160  -1.096  3.816  0.33
C  -5.022  2.034  0.135  -0.66
C  0.318  -2.498  3.344  0.44
H  2.092  -5.209  -2.321  0.49
S  0.361  1.673  -1.087  -0.20

# 3
A molecular structure, C22H24ClI2IrO2P2 in a non-equilibrium geometry. Source: the OMol25 dataset; level of theory: ωB97M-V/def2-TZVPD.

Calculated values
2S+1: 5
LUMO energy (spin up / spin down) in eV: -7.034 / -9.924
Maximum force in Eh/bohr: 0.137
Relative energy (zero: lowest compared OMol25 entry of this formula, charge and spin) in kcal/mol: 36.0
Total charge: +2
HOMO level (spin up / spin down) in eV: -14.5 / -14.5

Each line ends with the natural charge from an NBO analysis.
CARTESIAN COORDINATES (ANGSTROEM)
C  2.950  1.832  2.061  -0.19
C  2.128  -2.959  -3.041  -0.16
C  2.422  -1.637  -2.716  -0.20
H  2.051  1.241  0.159  0.20
H  -0.153  -3.609  -0.571  0.24
C  3.242  1.456  3.373  -0.16
I  1.199  5.201  -0.876  0.04
O  -0.355  2.986  1.012  -0.38
C  1.853  -1.032  -1.587  -0.21
Cl  -1.887  -0.610  -2.611  -0.36
Ir  -1.562  1.055  -1.003  0.91
C  2.218  0.991  1.213  -0.20
H  3.079  -0.123  4.861  0.25
C  -0.915  2.404  0.154  0.54
I  -3.628  3.747  0.619  0.16
H  3.866  2.118  3.966  0.24
P  0.368  -1.131  0.827  1.90
C  2.034  -0.610  3.042  -0.17
C  -3.506  2.361  -2.943  -0.97
H  -0.667  1.829  -3.883  0.28
H  -2.790  5.190  -2.970  0.29
C  0.461  -3.647  2.239  -0.12
C  -0.246  -2.457  1.923  -0.45
C  -0.033  -4.506  3.225  -0.22
C  2.806  0.222  3.863  -0.19
H  2.659  -3.426  -3.882  0.25
H  1.702  -1.588  3.371  0.24
C  -1.987  -3.103  3.482  -0.20
H  -4.314  2.510  -2.237  0.27
C  0.581  -3.049  -1.161  -0.22
H  3.284  2.772  1.638  0.23
C  1.664  -0.189  1.747  -0.41
H  1.365  -3.945  1.677  0.23
C  1.105  -3.616  -2.331  -0.18
H  3.079  -1.040  -3.330  0.23
C  -0.850  2.878  -3.625  -0.96
O  -0.839  -0.303  0.320  -1.06
C  -1.462  -2.208  2.562  -0.18
C  -2.374  4.824  -1.985  -0.88
H  -3.145  5.065  -1.190  0.24
H  -1.341  3.410  -4.458  0.27
H  -1.493  5.410  -1.640  0.28
H  -1.650  -4.986  4.566  0.25
H  -3.657  2.968  -3.835  0.27
H  2.084  0.016  -1.370  0.20
H  -3.408  1.300  -3.178  0.29
H  0.102  3.358  -3.376  0.27
H  -2.974  -2.920  3.894  0.24
H  -2.055  -1.349  2.269  0.22
H  0.680  -4.569  -2.674  0.24
H  0.513  -5.415  3.492  0.24
C  1.056  -1.789  -0.723  -0.36
C  -1.274  -4.272  3.820  -0.15
P  -1.988  2.943  -2.182  1.10

# 4
A single C4H7N3O2 molecule in a non-equilibrium geometry. Source: the OMol25 dataset; level of theory: ωB97M-V/def2-TZVPD.

Calculated values
LUMO energy in eV: 0.547
Maximum force in Eh/bohr: 0.095
Relative energy (zero: lowest compared OMol25 entry of this formula, charge and spin) in kcal/mol: 68.6
SMILES: NN1CC=N[C@@H]1C(=O)O
HOMO level in eV: -9.4

Each line ends with the natural charge from an NBO analysis.
CARTESIAN COORDINATES (ANGSTROEM)
H  0.679  -0.566  -1.626  0.21
C  0.626  -0.607  -0.608  -0.31
H  0.424  2.334  0.404  0.37
C  -0.039  -1.882  -0.222  0.12
C  -2.802  0.008  -0.150  0.77
N  -0.321  0.404  -0.076  -0.31
O  -3.797  -0.444  0.342  -0.54
O  -2.767  0.854  -1.186  -0.67
H  0.664  1.237  1.622  0.35
N  -1.172  -1.731  0.301  -0.38
H  -1.539  -0.085  1.636  0.22
H  1.528  -0.622  -0.045  0.21
N  0.170  1.410  0.768  -0.70
H  -1.926  0.917  -1.623  0.50
C  -1.465  -0.386  0.443  -0.03
H  0.351  -2.820  -0.383  0.19

maximum force of number 3 (C22H24ClI2IrO2P2)?
0.137 Eh/bohr